(1)
H33O16 | ωB97M-V/def2-TZVPD

Atoms and positions in Å:
O: 2.77693 -1.73439 -1.31173
O: -4.74743 -2.87710 1.17794
O: 0.04298 -2.17592 -0.29691
O: -4.31143 0.56811 -2.34705
O: 0.56570 -1.56355 2.56620
O: 0.05892 2.99361 2.30262
O: 0.77475 0.60968 1.43514
O: 1.47039 0.65525 -0.97545
O: 0.07942 0.53971 -3.37323
O: 2.70719 -0.81278 -4.51595
O: -2.48573 -1.93369 -3.16993
O: -2.84029 1.12494 3.80674
O: 4.94467 -0.67228 -0.20961
O: 0.24224 3.01237 -1.06723
O: -1.97191 -0.99700 4.61931
O: 2.92408 3.36405 0.52330
H: 0.53967 1.29132 1.95457
H: 1.02718 3.16990 2.41749
H: -3.50644 -1.78051 -2.96051
H: -0.68232 -2.69102 -0.58104
H: -2.35062 -1.74096 5.10067
H: 1.27264 -1.84713 3.20016
H: 3.04135 3.41859 -0.53753
H: 4.85570 -1.02583 -1.13231
H: 2.66526 -1.14080 -3.60581
H: -2.02309 -0.18137 5.20116
H: -4.43731 -2.01897 1.47928
H: -4.69986 1.45770 -1.94882
H: 2.71435 -1.54449 -5.11080
H: 1.50861 0.62877 0.09514
H: -1.99413 1.27324 4.38639
H: -3.65291 0.84447 -2.95984
H: -0.65236 3.43080 -0.84719
H: -0.02590 -2.01023 0.57192
H: 0.88048 -0.14365 -1.25613
H: 0.59743 -0.25488 1.98350
H: 0.98314 1.52850 -1.00054
H: 3.23404 -2.62559 -1.13766
H: -2.51834 -1.83809 -4.11932
H: 0.04197 -0.43350 -3.46860
H: 0.04564 3.09168 -2.04939
H: 1.00588 0.45039 -3.60751
H: -4.21326 -3.50933 0.92495
H: 3.25858 4.27141 0.64070
H: -0.29898 -1.86007 3.07370
H: -2.81792 0.13692 3.78407
H: 4.13282 -0.09491 -0.18496
H: 2.30268 -1.74350 -0.57427
H: -0.46442 3.39013 3.10435

Forces on atoms 1 to 6 (eV/Å):
3.97 -2.72 -4.55
-5.62 4.91 2.11
1.92 0.28 -4.54
-2.08 2.38 2.13
-1.95 -2.46 2.91
-0.48 1.14 2.25

Results
Frontier orbital gap = 10.32 eV
LUMO energy = -0.10646 hartree
Charge = +1

=====

(2)
H33O17 | ωB97M-V/def2-TZVPD

Atoms and positions in Å:
O: -2.38324 2.33895 1.02186
O: -0.24235 -4.90489 1.67974
O: 3.11593 2.35231 -0.37205
O: -3.06177 -4.61453 0.53690
O: -1.58111 -1.36647 4.87582
O: 1.37687 0.03131 1.76432
O: 0.75445 4.98312 2.09058
O: -2.87807 -1.15010 -1.95081
O: -0.28934 -5.00619 -2.94432
O: 0.49310 0.03156 -2.52830
O: 2.72008 -1.96847 -0.99342
O: 2.16506 4.12738 -2.34316
O: -1.90481 -1.24052 0.52100
O: -0.33460 2.63124 5.14152
O: 2.03411 1.97915 -3.65345
O: -0.96413 3.42978 -2.41245
O: 0.31854 -1.31063 -0.17369
H: 0.57748 -4.41161 1.76364
H: -3.05131 -0.20793 -2.03698
H: -0.84807 2.69605 -1.80266
H: 1.68884 3.28608 -2.30977
H: 1.21126 0.86372 1.32091
H: 0.43391 -4.37761 -2.86231
H: -0.07523 -5.81037 1.89525
H: -2.42560 -1.21710 -1.09065
H: 0.07436 4.50363 1.59930
H: -1.05087 -4.49128 -3.22911
H: 1.04543 -0.57279 1.04429
H: 1.49542 4.78770 -2.51705
H: -2.19680 -1.86385 1.21485
H: 0.34373 -0.21075 -1.59893
H: -2.30332 1.46976 0.61330
H: 2.08895 -1.30132 -0.70924
H: -2.13843 -4.80006 0.73970
H: 1.54342 1.22738 -3.25176
H: 0.01601 3.12559 4.40083
H: -0.19175 3.37381 -2.98718
H: 1.10804 4.19893 2.50928
H: -0.76761 -1.25186 0.04539
H: -0.00092 1.73419 5.16930
H: 3.64019 -1.76136 -0.83405
H: 0.51534 -2.25714 -0.16430
H: 3.15797 2.95800 -1.12490
H: 0.37128 -0.78361 -3.02254
H: -2.85249 -4.17022 -0.29701
H: -1.11143 -0.68345 5.36024
H: 2.80997 1.87124 -3.09468
H: -1.33970 -1.20866 3.95941
H: 2.21854 2.46997 -0.05032
H: -3.32534 2.47190 1.08767

Forces on atoms 1 to 6 (eV/Å):
0.54 -0.30 -0.22
-0.52 1.10 -0.42
-0.01 -0.42 -0.18
0.80 0.69 -0.63
-0.03 -0.08 -0.10
-0.46 -0.53 -0.72

Results
Frontier orbital gap (alpha / beta) = 10.24 / 5.05 eV
LUMO energy (alpha / beta) = -0.03307 / -0.22398 hartree
Multiplicity = 2

=====

(3)
H34NO20 | ωB97M-V/def2-TZVPD

Atoms and positions in Å:
O: -2.89482 0.86195 1.82109
O: -2.26482 -1.16505 -3.28791
O: 2.48618 -0.87805 -1.75891
O: 0.42218 2.34395 -2.05491
O: 2.33618 1.79795 1.70109
O: -1.76682 3.19495 0.40709
O: 1.06418 -3.49605 0.23409
O: -0.33882 0.98195 0.33709
O: 0.04918 0.44695 3.03509
O: -0.05282 -0.31905 -1.37291
O: -1.59082 -1.91605 1.56109
O: -2.87282 -0.15405 -0.64491
O: 0.83818 -0.78805 0.54009
O: 1.05818 -2.27105 3.25109
O: 1.32918 3.92295 -0.16391
O: 0.53418 -2.87505 -3.48791
O: 0.09918 3.34695 2.47309
O: -0.22982 -0.11105 -4.62291
O: 3.87418 -0.24605 0.30709
O: -1.60382 -2.82205 -1.03691
N: 0.08518 -0.08605 -0.13591
H: -2.32582 3.08095 1.14709
H: -3.64282 1.40695 1.98409
H: -1.66282 -2.51005 2.34709
H: 1.48118 2.21995 1.97609
H: 3.37518 0.52295 0.55609
H: 0.82718 -2.63405 0.57409
H: -1.96182 -0.18905 -0.90791
H: -0.94682 -0.43105 -4.06391
H: 1.99818 -2.26805 2.98009
H: 0.05918 1.43095 -2.00891
H: 2.53818 1.12795 2.38909
H: -0.62382 0.70995 -4.94491
H: -2.03182 -1.56105 -2.45791
H: 1.56118 -0.82305 -1.51291
H: -1.06282 -1.16805 1.70409
H: -1.47582 -2.42905 -0.17491
H: 0.08118 -2.30205 -2.87591
H: 4.82918 0.00295 0.13209
H: 0.77318 -3.67605 -3.04291
H: 0.72318 3.42195 -0.75291
H: 0.13318 4.01595 3.17909
H: 1.83918 3.20995 0.23409
H: -2.92182 0.22095 2.51009
H: 0.48218 1.07795 3.63909
H: 0.74018 -4.18405 0.82209
H: 2.97818 -0.53405 -0.99891
H: -0.33282 3.65595 1.66309
H: -1.32082 2.34795 0.24909
H: -2.90782 -1.68105 -3.75591
H: 0.69918 -1.36005 3.10709
H: 1.38218 2.25395 -2.08991
H: -2.88182 0.09395 0.27409
H: -1.08882 -3.59505 -1.15291
H: 0.12618 0.77495 2.17209

Forces on atoms 1 to 6 (eV/Å):
0.64 0.32 -0.27
0.11 1.25 -0.85
0.60 0.21 -0.65
-0.23 -0.24 -0.28
-0.08 -0.33 0.89
0.84 1.05 -1.10

Results
Frontier orbital gap = 8.59 eV
LUMO energy = 0.07692 hartree
Charge = -1

=====

(4)
H34O17 | ωB97M-V/def2-TZVPD

Atoms and positions in Å:
O: -3.36261 1.04978 1.94112
O: -1.94453 -1.23239 -3.71170
O: 1.05004 2.67404 -2.29305
O: 2.03514 -2.65091 -0.26163
O: -1.01973 3.34400 1.08793
O: 1.37446 1.94408 2.05031
O: 0.09506 -4.37208 -2.04816
O: -1.34094 -3.70739 2.04514
O: -0.26816 -1.62290 -1.56986
O: -0.06461 0.44799 -4.31642
O: -4.49798 -1.62077 2.69113
O: 1.40896 -2.50621 2.29722
O: 6.04756 -0.03074 -0.26514
O: 2.16631 0.63552 -0.19031
O: -2.40985 4.52167 -0.86348
O: 2.15476 3.82550 0.26248
O: -1.21101 -0.94321 2.93373
H: -1.20672 -1.41161 -1.67759
H: -0.18480 -2.05772 -0.72135
H: 2.02460 -1.84033 -0.75769
H: -0.46896 0.90957 -5.06942
H: 1.24410 1.78001 1.09291
H: -2.26874 -3.92432 1.88628
H: 2.70934 1.42763 -0.05732
H: -2.10454 -1.70150 -4.53720
H: 1.46796 2.91533 -1.45440
H: 1.57932 2.42702 -3.04079
H: -0.30377 1.12386 -3.65585
H: -4.01366 1.21536 1.25158
H: 5.33807 -0.60881 0.04459
H: -4.59338 -2.10095 3.51681
H: -0.85658 -3.43472 1.26815
H: 1.69675 -3.09722 3.00752
H: -0.71765 3.66358 0.22266
H: -1.97373 -0.43416 3.25502
H: -2.65184 1.70285 1.90819
H: -1.37609 -0.44925 -3.96353
H: -1.53065 -1.85761 3.00322
H: -2.50534 5.22670 -0.20682
H: 0.45079 -2.56925 2.24638
H: 2.14134 -2.62249 0.72109
H: -3.80527 -0.95667 2.83436
H: 1.66204 0.82664 -0.99448
H: 2.01464 3.55853 1.18472
H: -0.19416 2.83429 1.22685
H: 5.74645 0.83930 0.00190
H: -0.38546 -3.95968 -2.76518
H: 3.02818 3.47900 0.00743
H: 0.53507 -3.74184 -1.46576
H: 0.88405 1.16212 2.35755
H: -3.11413 3.92336 -0.55719

Forces on atoms 1 to 6 (eV/Å):
0.03 -0.33 0.49
-0.19 0.67 -0.31
-1.66 -0.21 0.47
-0.13 -1.72 0.16
1.64 -0.69 -0.57
-0.93 -0.54 -0.61

Results
Frontier orbital gap = 10.01 eV
LUMO energy = -0.01113 hartree

=====

(5)
H34O17 | ωB97M-V/def2-TZVPD

Atoms and positions in Å:
O: -0.60961 2.00412 -0.27019
O: 3.47381 0.53866 -3.34057
O: -0.02943 -0.66722 -1.38808
O: 2.65487 1.43323 0.27514
O: -2.62955 -2.67928 -4.46887
O: -0.62152 -5.08677 1.35000
O: -0.50668 4.48622 -3.06280
O: 4.22623 -0.97358 2.30270
O: -3.49062 -2.38702 2.15128
O: -3.78750 0.88709 3.90198
O: -0.17101 -0.06990 5.03199
O: -3.26487 -0.59291 -1.80910
O: 2.75786 -3.55422 -0.63052
O: -3.16711 0.29452 0.72094
O: 1.15280 1.42264 -4.84271
O: 3.51530 1.02099 4.61710
O: 1.79890 3.31184 -1.77041
H: -0.58386 -1.30312 -0.85975
H: -3.16494 -1.46568 1.88864
H: 0.72643 -0.69921 -0.80024
H: -4.25312 1.78087 4.03103
H: 1.09878 3.65992 -1.25262
H: -0.35500 2.03888 0.62806
H: 2.74129 0.56026 4.95463
H: -1.20714 1.28433 -0.54014
H: 3.11571 -3.66633 0.22030
H: 2.85936 -4.14485 -1.33575
H: -1.78073 -2.27391 -4.69551
H: -4.20160 -0.69625 -1.68112
H: -0.65913 5.05809 -2.25910
H: 3.23841 0.65958 -2.44692
H: -4.39988 0.18031 3.70702
H: -2.96513 -1.67873 -4.23053
H: -0.63139 -0.89315 5.09210
H: 2.20210 1.79598 -0.52030
H: -3.08901 -1.32660 -2.41475
H: 4.13997 0.30909 4.51043
H: 1.33633 2.25982 -4.44356
H: 1.36383 2.68787 -2.35488
H: 0.64883 1.70314 -5.61997
H: 2.73912 0.63715 -3.95416
H: -0.51504 0.48638 5.76432
H: -0.53754 -5.11549 2.30024
H: 3.39456 2.04032 0.11110
H: -0.56291 -4.24611 0.90471
H: -3.76729 0.88546 0.20739
H: -2.67723 -2.88929 2.31429
H: 4.64010 -1.38803 3.09744
H: 4.46073 0.00537 2.31865
H: -3.31829 0.45659 1.64524
H: -1.33819 3.90893 -3.05416

Forces on atoms 1 to 6 (eV/Å):
-0.41 0.82 -2.38
1.24 -0.26 -1.76
-1.09 -1.42 1.20
0.22 0.99 -1.40
-0.87 4.95 1.04
-0.37 -1.38 -0.70

Results
Frontier orbital gap = 10.40 eV
LUMO energy = -0.00448 hartree

=====

Copy entry 1 word for word.
H33O16 | ωB97M-V/def2-TZVPD

Atoms and positions in Å:
O: 2.77693 -1.73439 -1.31173
O: -4.74743 -2.87710 1.17794
O: 0.04298 -2.17592 -0.29691
O: -4.31143 0.56811 -2.34705
O: 0.56570 -1.56355 2.56620
O: 0.05892 2.99361 2.30262
O: 0.77475 0.60968 1.43514
O: 1.47039 0.65525 -0.97545
O: 0.07942 0.53971 -3.37323
O: 2.70719 -0.81278 -4.51595
O: -2.48573 -1.93369 -3.16993
O: -2.84029 1.12494 3.80674
O: 4.94467 -0.67228 -0.20961
O: 0.24224 3.01237 -1.06723
O: -1.97191 -0.99700 4.61931
O: 2.92408 3.36405 0.52330
H: 0.53967 1.29132 1.95457
H: 1.02718 3.16990 2.41749
H: -3.50644 -1.78051 -2.96051
H: -0.68232 -2.69102 -0.58104
H: -2.35062 -1.74096 5.10067
H: 1.27264 -1.84713 3.20016
H: 3.04135 3.41859 -0.53753
H: 4.85570 -1.02583 -1.13231
H: 2.66526 -1.14080 -3.60581
H: -2.02309 -0.18137 5.20116
H: -4.43731 -2.01897 1.47928
H: -4.69986 1.45770 -1.94882
H: 2.71435 -1.54449 -5.11080
H: 1.50861 0.62877 0.09514
H: -1.99413 1.27324 4.38639
H: -3.65291 0.84447 -2.95984
H: -0.65236 3.43080 -0.84719
H: -0.02590 -2.01023 0.57192
H: 0.88048 -0.14365 -1.25613
H: 0.59743 -0.25488 1.98350
H: 0.98314 1.52850 -1.00054
H: 3.23404 -2.62559 -1.13766
H: -2.51834 -1.83809 -4.11932
H: 0.04197 -0.43350 -3.46860
H: 0.04564 3.09168 -2.04939
H: 1.00588 0.45039 -3.60751
H: -4.21326 -3.50933 0.92495
H: 3.25858 4.27141 0.64070
H: -0.29898 -1.86007 3.07370
H: -2.81792 0.13692 3.78407
H: 4.13282 -0.09491 -0.18496
H: 2.30268 -1.74350 -0.57427
H: -0.46442 3.39013 3.10435

Forces on atoms 1 to 6 (eV/Å):
3.97 -2.72 -4.55
-5.62 4.91 2.11
1.92 0.28 -4.54
-2.08 2.38 2.13
-1.95 -2.46 2.91
-0.48 1.14 2.25

Results
Frontier orbital gap = 10.32 eV
LUMO energy = -0.10646 hartree
Charge = +1